Here is C46H56MoN8OP2S as an isolated structure from OMol25. Energies are from ωB97M-V/def2-TZVPD.

As for the orbital gap (alpha / beta): 5.35 / 5.08 eV. For the HOMO energy (alpha / beta), the calculation gives -16.685 / -16.684 eV. The value obtained for the LUMO energy (alpha / beta) is -0.4165 / -0.4265 Ha. The total energy comes out at -3447.46789 Ha. Its expectation value of S² is 2.04. As for the charge: +4. Its multiplicity is 3.

Geometry (Å):
1 Mo 0.95244 0.10992 -0.93962
2 C 3.81980 1.18096 0.08359
3 C 3.83145 -0.31594 0.22362
4 N 2.94130 -0.96028 -0.78531
5 C 3.66015 -1.45891 -2.03021
6 C 3.26892 0.80949 -3.19443
7 N 1.55718 2.45788 -2.72355
8 C 2.54326 3.26510 -2.01860
9 C 2.42155 3.08388 -0.52437
10 N 2.40870 1.65823 -0.05946
11 H 4.40953 1.53424 -0.75671
12 H 4.26165 1.63927 0.97126
13 H 3.42835 -0.55766 1.20281
14 H 4.84279 -0.72089 0.17281
15 H 2.61571 -1.82658 -0.35875
16 H 3.32143 -2.47750 -2.19845
17 H 4.71598 -1.51481 -1.76772
18 H 3.44375 1.33944 -4.13513
19 H 3.92129 1.23611 -2.45031
20 H 1.45745 2.77007 -3.68836
21 H 2.26762 4.29840 -2.23658
22 H 3.56727 3.15560 -2.38349
23 H 1.50566 3.55109 -0.18499
24 H 3.24815 3.58909 -0.01935
25 H 2.05635 1.73909 0.90015
26 C -1.86942 -1.34602 1.05720
27 N -2.42091 -0.13251 1.61244
28 C -1.55737 0.95194 1.94602
29 P -0.64715 1.75201 0.56418
30 C -1.88018 2.64253 -0.39737
31 C -1.47413 3.42430 -1.48156
32 C -2.40155 4.17950 -2.17889
33 C -3.74202 4.14944 -1.80738
34 C -4.14983 3.37035 -0.73373
35 C -3.22551 2.61815 -0.02197
36 C 0.19992 2.97082 1.61732
37 C 1.07212 2.51071 2.61562
38 C 1.66895 3.41022 3.48694
39 C 1.38618 4.76745 3.38212
40 C 0.49925 5.22220 2.41567
41 C -0.09397 4.33206 1.53046
42 C -3.65448 -0.27183 2.33085
43 C -3.84855 0.33858 3.56597
44 C -5.06565 0.19301 4.22195
45 C -6.07805 -0.57279 3.66716
46 C -5.87548 -1.19163 2.44110
47 C -4.67328 -1.03620 1.76828
48 P -0.03303 -1.56374 1.06010
49 C 0.52720 -1.41221 2.78599
50 C 1.88253 -1.42631 3.11781
51 C 2.29281 -1.40480 4.44242
52 C 1.34643 -1.37383 5.45734
53 C -0.00551 -1.38819 5.14151
54 C -0.41751 -1.41172 3.81756
55 C 0.07499 -3.37866 0.79361
56 C -1.01385 -4.13570 0.34668
57 C -0.94350 -5.52108 0.31628
58 C 0.21432 -6.17709 0.71498
59 C 1.30280 -5.43693 1.15585
60 C 1.22811 -4.05161 1.20594
61 H -2.14952 -1.49192 0.00205
62 H -2.26793 -2.21029 1.59695
63 H -0.81685 0.73983 2.71715
64 H -2.14413 1.79036 2.32811
65 H -0.43467 3.43660 -1.78221
66 H -2.08384 4.80359 -3.00405
67 H -4.46634 4.74360 -2.34882
68 H -5.19022 3.35492 -0.43751
69 H -3.57551 2.01927 0.80865
70 H 1.25929 1.44620 2.75056
71 H 2.33227 3.05241 4.26332
72 H 1.84291 5.46821 4.06829
73 H 0.25910 6.27535 2.35444
74 H -0.78990 4.70017 0.78835
75 H -3.06335 0.91507 4.04025
76 H -5.21244 0.67295 5.18016
77 H -7.01934 -0.68825 4.18589
78 H -6.66280 -1.78678 1.99846
79 H -4.54102 -1.49819 0.79621
80 H 2.63468 -1.52118 2.34827
81 H 3.34707 -1.43213 4.68398
82 H 1.66159 -1.35910 6.49210
83 H -0.74714 -1.39378 5.92941
84 H -1.47863 -1.43836 3.60949
85 H -1.94302 -3.67169 0.04659
86 H -1.80849 -6.09098 0.00200
87 H 0.25906 -7.25799 0.70370
88 H 2.20071 -5.93628 1.49484
89 H 2.07365 -3.51407 1.61633
90 N -1.49360 0.66587 -4.26132
91 C -2.60622 0.50997 -3.45122
92 C -2.13790 0.35561 -2.19172
93 N -0.74926 0.41148 -2.22018
94 C -0.39185 0.57532 -3.50386
95 C 0.99652 0.58100 -3.91514
96 N 1.84963 1.03278 -2.81190
97 C 3.54687 -0.66601 -3.35840
98 C 2.58863 -1.16989 -4.39357
99 N 1.48360 -0.52343 -4.59573
100 H -1.50976 0.92183 -5.23897
101 H -3.61068 0.54373 -3.83722
102 H -2.70183 0.26077 -1.28017
103 H 4.53772 -0.74604 -3.81425
104 H 2.84783 -1.95252 -5.09454
105 H 0.91229 -0.82241 -5.38080
106 C 0.60206 -4.28700 -2.38667
107 S -0.29122 -2.74818 -2.29269
108 C -0.79564 -2.67907 -4.00318
109 O 0.86005 -1.71355 -2.06828
110 H -0.11559 -5.06753 -2.64168
111 H 1.03094 -4.49396 -1.40821
112 H 1.36668 -4.20670 -3.15894
113 H -1.50342 -3.50442 -4.11540
114 H 0.04483 -2.83908 -4.67481
115 H -1.32828 -1.75179 -4.19146

Mulliken atomic charge list, values in e, 2 entries: -1.57, -1.43